No. 1
ORCA calculation (ωB97M-V/def2-TZVPD) on a cluster of 2 separate species, CH4N3S in total in a non-equilibrium geometry.

The geometry in ORCA input format:
```
! RIJCOSX wB97M-V def2-TZVPD def2/J DEFGRID3
* xyz 1 1
C -1.52 0.39 0.58
N 2.98 0.08 -0.31
N -0.40 0.09 -0.19
N 2.51 -0.57 0.52
S -1.41 -1.21 -0.10
H -1.30 0.51 1.60
H -2.19 1.17 0.14
H 3.58 0.61 -0.91
H -2.26 -1.07 -1.32
*
```

Values from the calculation:
LUMO	-6.931	eV
gap between HOMO and LUMO	5.13	eV
E_HOMO	-12.1	eV

***

No. 2
ORCA calculation (ωB97M-V/def2-TZVPD) on the molecule C5H10IO4P in a non-equilibrium geometry.

The geometry in ORCA input format:
```
! RIJCOSX wB97M-V def2-TZVPD def2/J DEFGRID3
* xyz 0 1
C 2.37 -1.72 0.60
C 2.95 -0.34 0.39
O 2.21 0.80 0.97
P 1.04 1.44 -0.18
O 1.81 2.65 -0.91
O 0.78 0.24 -1.41
O -0.37 2.13 0.53
C -1.39 1.18 0.95
I -0.73 -0.25 2.51
C -2.21 0.45 -0.30
C -1.95 -1.17 -0.41
H 3.04 -2.69 0.69
H 1.19 -1.81 0.60
H 3.97 -0.20 -0.21
H 0.42 0.63 -2.25
H -2.23 1.83 1.50
H -3.37 0.67 -0.26
H -1.77 0.93 -1.29
H -2.25 -1.47 -1.53
H -0.82 -1.50 -0.30
H -2.68 -1.79 0.29
*
```

Values from the calculation:
LUMO	-0.421	eV
gap between HOMO and LUMO	8.75	eV
E_HOMO	-9.2	eV
SMILES string	C=CO[P@@](=O)(O)O[C@H](I)CC

***

No. 3
ORCA calculation (ωB97M-V/def2-TZVPD) on the molecule C21H30NO5P.

The geometry in ORCA input format:
```
! RIJCOSX wB97M-V def2-TZVPD def2/J DEFGRID3
* xyz 0 1
C 5.20 0.98 3.42
C 5.27 0.23 2.09
C 3.90 -0.07 1.51
C 3.11 -1.08 2.33
H 2.92 -0.68 3.33
H 3.64 -2.03 2.41
O 1.86 -1.37 1.72
P 0.64 -0.36 2.01
O 0.85 0.47 3.20
C 0.33 0.55 0.47
C -0.66 1.52 0.50
C -1.13 2.08 -0.66
C -0.63 1.69 -1.91
C 0.43 0.77 -1.92
C 0.89 0.20 -0.75
H 1.68 -0.53 -0.78
H 0.88 0.46 -2.86
N -1.15 2.22 -3.07
C -2.48 2.79 -3.05
H -3.15 2.19 -2.44
H -2.46 3.81 -2.67
H -2.87 2.81 -4.06
C -0.58 1.89 -4.35
H -0.97 2.57 -5.10
H -0.80 0.86 -4.66
H 0.51 2.02 -4.32
H -1.90 2.84 -0.60
H -1.06 1.81 1.46
H 4.01 -0.47 0.49
H 3.30 0.84 1.44
H 5.82 0.85 1.37
H 5.83 -0.70 2.22
H 4.77 0.35 4.20
H 6.20 1.27 3.74
H 4.60 1.87 3.32
C -0.83 -1.54 2.19
C -1.64 -1.50 0.93
C -2.79 -0.73 0.87
C -3.46 -0.55 -0.34
C -2.98 -1.19 -1.48
C -1.84 -1.96 -1.42
C -1.15 -2.11 -0.23
O 0.03 -2.80 -0.09
C 0.61 -3.37 -1.24
H -0.02 -4.16 -1.65
H 0.80 -2.61 -2.01
H 1.56 -3.79 -0.91
H -1.49 -2.43 -2.33
H -3.51 -1.05 -2.41
O -4.57 0.23 -0.50
C -5.07 0.92 0.62
H -5.40 0.23 1.40
H -5.93 1.49 0.25
H -4.33 1.61 1.03
H -3.14 -0.27 1.78
O -0.39 -2.80 2.60
H 0.17 -3.14 1.89
H -1.41 -1.13 3.03
*
```

Values from the calculation:
LUMO	0.543	eV
gap between HOMO and LUMO	8.23	eV
E_HOMO	-7.7	eV
SMILES string	CCCCO[P@@](=O)(c1ccc(N(C)C)cc1)[C@H](O)c1cc(OC)ccc1OC

***

No. 4
ORCA calculation (ωB97M-V/def2-TZVPD) on a structure of composition C31H17Cl57F8N4O8PS in a non-equilibrium geometry.

The geometry in ORCA input format:
```
! RIJCOSX wB97M-V def2-TZVPD def2/J DEFGRID3
* xyz 1 1
C -1.65 -3.44 1.94
C -0.07 -3.63 1.68
C 0.37 -3.39 0.12
N -0.51 -2.48 -0.64
C -0.40 -1.05 -0.34
O -1.59 -0.67 0.41
C -1.81 0.79 0.41
O -2.38 0.99 1.75
C -3.62 1.67 1.70
N -4.45 2.55 1.82
C -2.84 1.10 -0.79
O -3.02 2.25 -1.28
C -3.74 -0.04 -1.54
F -4.45 0.56 -2.68
F -2.91 -1.08 -2.15
C -4.89 -0.68 -0.63
F -5.32 -1.88 -1.33
F -4.46 -1.14 0.66
C -6.22 0.21 -0.45
F -7.14 -0.23 -1.48
F -6.02 1.61 -0.54
C -6.90 -0.20 0.95
O -7.04 0.67 1.85
O -7.34 -1.53 1.26
C -0.45 1.66 0.40
C 0.08 2.15 -1.04
C 0.04 3.71 -1.36
O -0.96 4.44 -1.53
Cl 1.67 4.58 -1.56
P -0.59 3.25 1.51
S 1.19 4.03 1.89
N 0.65 0.88 1.05
C 0.86 -0.53 0.48
N 2.16 -0.49 -0.23
C 3.30 -0.94 0.59
O 3.73 -2.10 0.72
F 3.94 0.08 1.39
C 2.15 -1.03 -1.59
O 2.57 -2.13 -1.98
F 1.64 -0.15 -2.61
H -1.79 -2.38 2.38
H -1.97 -4.16 2.78
H -2.29 -3.52 1.00
H 0.20 -4.74 1.91
H 0.60 -3.01 2.41
H 0.27 -4.44 -0.37
H 1.50 -3.16 0.11
H -0.47 -2.60 -1.67
H -0.52 -0.50 -1.37
H -6.63 -1.88 1.87
H 1.20 1.84 -1.12
H -0.42 1.62 -1.95
H -1.09 2.92 2.83
H -1.52 4.20 0.98
H 0.39 0.81 2.06
H 1.59 1.34 1.04
H 1.05 -1.15 1.45
C -9.61 -4.15 2.18
Cl -10.75 -5.45 2.58
Cl -10.25 -2.60 2.80
Cl -8.04 -4.49 2.94
Cl -9.42 -4.05 0.42
C -3.59 -2.11 -5.98
Cl -3.83 -0.98 -4.63
Cl -2.92 -3.64 -5.36
Cl -5.15 -2.43 -6.77
Cl -2.46 -1.41 -7.15
C -10.92 -5.40 -3.20
Cl -10.47 -7.02 -2.63
Cl -12.17 -4.71 -2.14
Cl -9.48 -4.34 -3.18
Cl -11.55 -5.51 -4.86
C 3.61 7.23 1.83
Cl 4.04 5.60 2.42
Cl 2.39 7.94 2.91
Cl 5.06 8.25 1.83
Cl 2.96 7.12 0.19
C 2.44 -7.53 1.98
Cl 4.12 -7.79 1.47
Cl 1.62 -9.10 2.11
Cl 2.43 -6.72 3.56
Cl 1.61 -6.52 0.79
C 8.45 11.08 1.38
Cl 7.29 9.79 1.81
Cl 7.85 12.64 1.99
Cl 10.03 10.73 2.11
Cl 8.61 11.15 -0.38
C 5.01 -0.11 4.76
Cl 5.05 1.45 3.91
Cl 3.59 -1.05 4.21
Cl 6.49 -1.02 4.40
Cl 4.89 0.16 6.51
C 3.95 -10.09 -2.08
Cl 2.95 -11.55 -2.12
Cl 3.16 -8.85 -1.07
Cl 5.54 -10.47 -1.39
Cl 4.15 -9.46 -3.73
C -6.60 -8.44 -3.27
Cl -5.19 -7.93 -2.33
Cl -7.63 -7.03 -3.61
Cl -6.06 -9.16 -4.81
Cl -7.53 -9.64 -2.35
C 8.10 5.15 0.80
Cl 8.20 4.71 -0.92
Cl 6.70 4.34 1.53
Cl 9.59 4.63 1.63
Cl 7.92 6.91 0.95
C -4.46 2.04 -8.76
Cl -5.71 3.30 -8.84
Cl -4.95 0.66 -9.77
Cl -2.91 2.69 -9.34
Cl -4.28 1.50 -7.08
C 6.24 7.98 6.54
Cl 7.70 7.96 7.54
Cl 5.61 6.33 6.36
Cl 5.01 9.00 7.32
Cl 6.63 8.65 4.95
C 1.28 -3.52 -5.14
Cl 1.73 -5.13 -4.54
Cl 0.05 -2.81 -4.06
Cl 2.72 -2.47 -5.17
Cl 0.62 -3.66 -6.78
C 11.38 9.96 6.72
Cl 12.46 11.28 7.20
Cl 12.28 8.42 6.71
Cl 10.04 9.84 7.89
Cl 10.75 10.29 5.09
*
```

Values from the calculation:
LUMO	-4.955	eV
gap between HOMO and LUMO	7.13	eV
E_HOMO	-12.1	eV